Entry 1:
# C4H27N2O11

A 10-piece molecular cluster, C4H27N2O11 overall (ωB97M-V with the def2-TZVPD basis set, the Open Molecules 2025 dataset).

Geometry as XYZ:
```
44
C4H27N2O11 (ωB97M-V with the def2-TZVPD basis set)
N -1.63511 -0.94595 -1.73497
C -1.05421 -0.02659 -2.64145
C -0.98117 1.51267 -2.47378
N -0.72000 2.03312 -1.25767
C -0.37651 1.14742 -0.12151
C -0.16039 2.07557 1.09885
O 0.77053 1.47946 1.97315
O -1.17134 2.20268 -3.44748
H -2.52589 -0.61138 -1.42592
H -1.28232 -1.15368 -0.76880
H 0.00392 -0.34806 -2.75010
H -1.37810 -0.33628 -3.66085
H -0.78764 3.04379 -1.16948
H 0.60902 0.72519 -0.41608
H -1.12727 0.39775 -0.02897
H 0.17593 3.05741 0.77822
H -1.10113 2.11279 1.65950
H 4.01746 0.60939 0.35563
H 3.82452 1.55269 -0.78263
O 4.27499 0.70829 -0.61837
H -0.27508 -3.06020 -0.12206
H -0.34091 -3.31550 -1.63095
O 0.04524 -3.66675 -0.81344
H 2.07143 2.33664 1.01022
H 1.81988 2.72580 -0.36814
O 2.48096 2.89946 0.30350
H 0.51434 -1.13059 3.62333
H 0.37777 0.47134 2.21932
O 0.43460 -0.81641 2.72475
H -3.67359 -1.32139 1.97951
H -2.43128 -0.79968 1.26966
O -3.37602 -0.56351 1.47746
H 2.87109 -0.47482 1.91733
H 2.29657 0.97988 1.88182
O 3.15153 0.45106 1.84289
H -1.46763 -2.65090 1.56071
H -0.23903 -1.31663 2.12370
O -1.15888 -1.86138 1.11630
H 1.60434 -2.23064 0.12657
H 3.03057 -1.54614 -0.06111
O 2.44598 -2.04513 0.53576
H -2.97271 -2.56207 0.11962
H -4.14947 -1.45434 -0.19817
O -3.80699 -2.35300 -0.33608
```

For the energy, the calculation gives -1105.588393 Ha. The highest occupied orbital energy (alpha / beta) comes out at -10.1 / -10.1 eV. The maximum force comes out at 4.6 eV/A. Its expectation value of S² is 0.761. As for the multiplicity: 2. The value obtained for the orbital gap (alpha / beta) is 0.35307 / 0.14978 hartree.

Results of the Mulliken charge analysis, in e, for atoms 1 through 4: number 1, N, carries 0.00; number 2, C, carries -0.57; number 3, C, carries 0.48; number 4, N, carries -0.05



Entry 2:
# C4H27N2O7

A 8-piece molecular cluster, C4H27N2O7 overall (ωB97M-V with the def2-TZVPD basis set, the Open Molecules 2025 dataset).

Geometry as XYZ:
```
40
C4H27N2O7 (ωB97M-V with the def2-TZVPD basis set)
N 0.00322 -2.72337 -0.78570
C 0.65605 -1.40655 -1.13468
C -0.24889 -0.24058 -0.78556
N -1.34786 -0.12478 -1.76271
C -1.00652 0.84775 -2.80046
C -2.59965 0.26024 -1.09944
H -0.40690 -2.69435 0.17832
H 0.67117 -3.48369 -0.80738
H -0.73245 -2.91821 -1.50088
H 0.85438 -1.43199 -2.20433
H 1.60204 -1.35378 -0.59979
H 0.34535 0.67371 -0.77578
H -0.66182 -0.36212 0.21056
H -0.10302 0.54229 -3.33160
H -0.82457 1.85113 -2.40206
H -1.81436 0.89688 -3.53096
H -2.51544 1.22719 -0.58992
H -2.86377 -0.49551 -0.35934
H -3.39512 0.31399 -1.84108
H 3.11662 1.17757 0.86701
H 3.81570 0.54645 2.11045
O 2.98684 0.57243 1.65036
H -1.82824 0.08535 3.59156
H -0.39634 0.41038 3.01050
O -1.03444 -0.31990 3.20332
H 3.81975 2.86447 -0.71044
H 2.40253 2.97138 -0.13163
O 3.05126 2.32877 -0.48870
H 1.60865 1.22813 2.41125
H 1.06801 1.99206 3.68802
O 0.82994 1.70723 2.80494
H -2.68462 -3.08802 -2.99432
H -1.91261 -1.76596 -2.67447
O -1.80681 -2.72865 -2.82386
H -1.24048 -1.68595 2.15585
H -1.64305 -3.19115 2.21938
O -1.38277 -2.50097 1.60758
H 0.60146 4.47035 0.85471
H 0.90520 3.07788 1.59374
O 1.20053 3.71630 0.90333
```

For the energy, the calculation gives -804.624516 Ha. The highest occupied orbital energy comes out at -12.4 eV. Its charge is +1. The maximum force comes out at 1.3 eV/A. The value obtained for the orbital gap is 0.37431 hartree.

Results of the Mulliken charge analysis, in e, for atoms 1 through 4: number 1, N, carries -0.07; number 2, C, carries -0.88; number 3, C, carries -0.23; number 4, N, carries 0.10



Entry 3:
# C4H27N3O9

A 9-piece molecular cluster, C4H27N3O9 overall (ωB97M-V with the def2-TZVPD basis set, the Open Molecules 2025 dataset).

Geometry as XYZ:
```
43
C4H27N3O9 (ωB97M-V with the def2-TZVPD basis set)
C -0.35481 2.62132 -0.28691
C 0.69158 1.46978 -0.20712
C 1.43226 1.52464 -1.50947
N 2.65719 0.73474 -1.65286
N 0.02620 0.19508 -0.00116
C -0.68564 -0.01824 1.14073
N -1.52073 -1.09282 1.29779
O -0.59236 0.76946 2.09190
H -0.73785 2.71216 -1.33510
H -1.17575 2.64975 0.39949
H 0.26148 3.51592 -0.13341
H 1.16364 1.59901 0.78891
H 0.74807 1.17319 -2.28320
H 1.69915 2.60575 -1.67153
H 2.41328 -0.21150 -1.93783
H 3.20206 0.68131 -0.80465
H -0.34176 -0.29729 -0.80092
H -1.39328 -1.97548 0.83035
H -2.11670 -1.04525 2.09568
O 1.31188 -4.42215 0.59784
H 0.67925 -4.31450 -0.11482
H 2.14562 -4.10721 0.23451
O -0.37408 3.69834 2.37964
H -0.94828 3.45154 3.10765
H -0.23839 2.96575 1.76195
O -2.79679 -0.07671 -1.75923
H -2.80374 0.70381 -1.19535
H -3.56474 -0.58810 -1.48160
O -1.51306 -3.03412 -1.36217
H -2.15983 -3.71827 -1.16748
H -1.84713 -2.51798 -2.12024
O 3.05117 0.99253 1.96934
H 2.10796 1.05729 1.82830
H 3.03752 1.23411 2.91462
O -1.48070 -1.80675 -3.73314
H -0.57808 -1.77107 -4.05474
H -1.85516 -0.97432 -3.39751
O 1.43638 -2.48569 -1.42496
H 0.57603 -2.90639 -1.52881
H 1.27189 -1.70103 -0.90866
O -0.03539 0.86269 4.78879
H -0.88401 0.41559 4.62317
H 0.08563 1.43117 4.02218
```

For the energy, the calculation gives -1010.040659 Ha. The highest occupied orbital energy comes out at -9.6 eV. The maximum force comes out at 3.0 eV/A. The value obtained for the orbital gap is 0.34249 hartree.

Results of the Mulliken charge analysis, in e, for atoms 1 through 4: number 1, C, carries -2.27; number 2, C, carries 1.04; number 3, C, carries -0.97; number 4, N, carries -0.63



Entry 4:
# C4H27NO11

A 9-piece molecular cluster, C4H27NO11 overall (ωB97M-V with the def2-TZVPD basis set, the Open Molecules 2025 dataset).

Geometry as XYZ:
```
43
C4H27NO11 (ωB97M-V with the def2-TZVPD basis set)
C 1.99639 0.81364 1.08697
N 0.89341 0.35419 0.17635
C 0.36622 -0.99053 0.54598
C -1.09590 -1.03805 0.86585
O -1.42881 -0.39761 2.08934
C 1.38268 0.46864 -1.23249
O 0.74299 -0.45339 -2.02672
O 1.14022 1.83115 -1.52438
H 2.92078 0.28915 0.84110
H 1.95025 1.89985 1.05520
H 1.73315 0.51491 2.10025
H 0.87436 -1.21234 1.50521
H 0.81846 -1.75869 -0.07363
H -1.74175 -0.55083 0.11883
H -1.45882 -2.06294 1.00370
H -1.65837 0.53663 2.00358
H 2.46499 0.40714 -1.39475
H -0.20241 -0.30202 -2.11239
H 0.20553 1.98490 -1.67804
O 0.86821 0.03817 4.52223
H 0.36104 0.85758 4.57667
H 0.46308 -0.30256 3.71089
O -1.27506 2.12038 2.93021
H -2.16793 2.40480 3.15557
H -0.99235 2.66884 2.18800
O -2.75550 2.46177 -1.79487
H -2.01458 2.65261 -1.18308
H -2.55360 3.15938 -2.43362
O -0.74618 3.21633 -0.02351
H -0.38628 4.08558 -0.26584
H 0.09867 2.72975 0.03867
O -3.48116 -0.24596 -1.44532
H -3.86661 0.12573 -0.64611
H -3.38413 0.53627 -2.00844
O 3.29987 -2.18310 -0.48477
H 2.87476 -2.87290 -1.00298
H 2.87818 -1.33302 -0.61569
O -0.88159 -4.17198 -1.06184
H -1.39516 -3.46826 -0.65769
H -1.43504 -4.44209 -1.80143
O 2.53916 -2.89952 -3.19989
H 1.71167 -3.39071 -3.11396
H 2.33714 -2.08089 -2.73318
```

For the energy, the calculation gives -1050.947312 Ha. The highest occupied orbital energy comes out at -9.7 eV. The maximum force comes out at 2.8 eV/A. The value obtained for the orbital gap is 0.34370 hartree.

Results of the Mulliken charge analysis, in e, for atoms 1 through 4: number 1, C, carries -0.90; number 2, N, carries 0.72; number 3, C, carries -0.73; number 4, C, carries -0.23



Entry 5:
# C4H27NO13

A 11-piece molecular cluster, C4H27NO13 overall (ωB97M-V with the def2-TZVPD basis set, the Open Molecules 2025 dataset).

Geometry as XYZ:
```
45
C4H27NO13 (ωB97M-V with the def2-TZVPD basis set)
C 0.44486 0.03124 2.40481
C 0.11445 -0.25885 0.99202
O -0.69343 -1.14864 0.63830
N 0.73021 0.38803 -0.00331
C 1.77298 1.36689 -0.00269
C 3.18947 0.91015 -0.43366
O 4.19540 1.27541 0.09384
O 3.18507 0.11501 -1.51329
H 0.34281 -0.82588 3.05619
H 1.53561 0.19537 2.41221
H 0.00980 0.94684 2.79402
H 0.35870 0.21749 -0.94324
H 1.49390 2.16958 -0.74492
H 1.91801 1.89166 0.96788
H 2.32659 -0.31329 -1.64898
O -2.33008 3.22387 -0.98967
H -1.51254 3.67150 -1.22696
H -2.67421 2.75602 -1.75876
O 2.34339 -3.35513 1.43144
H 2.11839 -4.29143 1.44105
H 1.58216 -2.94563 0.99817
O -2.20495 0.82289 -2.95789
H -2.93946 0.82924 -3.58016
H -2.27809 0.00263 -2.38505
O -2.41646 -1.32575 -1.54351
H -2.95887 -2.11828 -1.39975
H -1.81604 -1.33251 -0.75390
O 3.45394 -1.34984 3.47553
H 4.09383 -1.05714 2.81801
H 3.06931 -2.16187 3.11876
O -0.59252 2.92010 0.93981
H -1.51310 3.19420 0.90840
H -0.49432 2.30920 0.20879
O -3.41614 -0.65658 2.51342
H -2.87198 -0.07918 1.95537
H -4.14244 -0.02481 2.62911
O 0.01052 2.52943 -2.85141
H -0.66598 1.82042 -2.89617
H 0.46524 2.46510 -3.69802
O 0.45013 -0.61739 -2.56901
H -0.04898 -1.45096 -2.61883
H 0.05524 -0.13597 -3.31010
O -0.90060 -3.75779 1.28788
H -1.04370 -2.81477 1.07700
H -1.74611 -4.03054 1.66726
```

For the energy, the calculation gives -1201.540588 Ha. The highest occupied orbital energy comes out at -10.0 eV. The maximum force comes out at 2.4 eV/A. The value obtained for the orbital gap is 0.35938 hartree.

Results of the Mulliken charge analysis, in e, for atoms 1 through 4: number 1, C, carries -1.34; number 2, C, carries 0.49; number 3, O, carries -0.78; number 4, N, carries 0.88